# 1
Formula: C30H85CrCuN5O14P
Source: OMol25
Level of theory: ωB97M-V/def2-TZVPD

```
137
Properties=species:S:1:pos:R:3
Cr -0.08 -17.64 22.40
Cu -1.26 -14.39 25.43
P -1.42 -15.79 22.93
O -2.03 -17.04 22.25
O -0.23 -15.67 21.98
O -0.66 -16.47 24.08
O -2.20 -14.59 23.38
C -5.24 -14.34 19.92
C -4.29 -15.10 20.87
O -3.92 -16.34 20.25
H -6.00 -15.05 19.61
H -4.74 -14.05 19.00
H -5.67 -13.45 20.38
H -4.66 -15.33 21.87
H -3.35 -14.58 21.02
H -3.25 -16.65 20.88
C -5.03 -19.81 20.51
C -4.79 -19.06 21.83
O -3.46 -19.05 22.08
H -4.63 -20.82 20.59
H -4.54 -19.24 19.72
H -6.09 -19.93 20.32
H -5.35 -19.52 22.64
H -5.18 -18.04 21.74
H -3.06 -18.17 22.14
C -6.58 -14.81 24.18
C -5.11 -15.05 24.57
O -4.35 -13.89 24.37
H -7.10 -15.74 24.37
H -6.69 -14.61 23.11
H -7.01 -13.93 24.65
H -4.64 -15.91 24.08
H -5.08 -15.38 25.61
H -3.59 -14.16 23.85
C 2.86 -13.66 19.53
C 1.98 -13.58 20.79
O 0.63 -13.88 20.49
H 2.77 -12.76 18.92
H 2.66 -14.53 18.91
H 3.90 -13.76 19.83
H 2.02 -12.54 21.11
H 2.38 -14.22 21.57
H 0.40 -14.61 21.08
C 2.09 -17.73 27.73
C 1.11 -17.67 26.55
O 0.63 -16.38 26.32
H 3.15 -17.67 27.51
H 1.92 -18.64 28.32
H 2.02 -16.88 28.41
H 0.23 -18.29 26.67
H 1.57 -18.01 25.62
H 0.21 -16.38 25.45
C -0.32 -10.03 22.25
C -1.36 -11.14 22.17
C -2.02 -11.35 20.75
O -2.62 -10.10 20.37
C -2.90 -10.10 18.98
N -0.71 -12.34 22.63
H -0.76 -9.04 22.11
H 0.40 -10.19 21.45
H 0.13 -10.01 23.24
H -2.17 -10.83 22.83
H -2.79 -12.12 20.80
H -1.29 -11.58 19.98
H -3.53 -10.93 18.63
H -1.99 -10.14 18.38
H -3.52 -9.23 18.79
H -0.15 -12.64 21.84
H -1.39 -13.08 22.69
C -1.61 -10.05 26.16
C -2.69 -11.21 26.23
C -4.13 -10.74 26.01
O -4.49 -9.74 27.00
C -5.89 -9.43 27.12
N -2.21 -12.26 25.38
H -0.58 -10.26 26.45
H -1.97 -9.19 26.71
H -1.58 -9.64 25.15
H -2.66 -11.65 27.23
H -4.82 -11.59 26.04
H -4.23 -10.30 25.02
H -5.96 -8.69 27.92
H -6.52 -10.27 27.39
H -6.21 -8.91 26.21
H -3.03 -12.68 24.98
H -1.79 -11.81 24.57
C -4.75 -18.58 25.71
C -3.26 -18.18 26.11
C -2.78 -18.59 27.50
O -3.29 -17.63 28.40
C -2.97 -17.92 29.76
N -2.39 -18.56 24.97
H -5.08 -18.06 24.80
H -5.41 -18.17 26.48
H -4.89 -19.63 25.48
H -3.25 -17.09 26.13
H -1.70 -18.59 27.56
H -3.04 -19.65 27.59
H -3.32 -17.12 30.41
H -1.89 -18.02 29.86
H -3.44 -18.84 30.09
H -2.96 -18.77 24.17
H -1.81 -17.76 24.73
C 2.33 -12.16 25.07
C 2.36 -13.58 24.56
C 3.04 -14.55 25.47
O 4.44 -14.19 25.56
C 5.25 -15.32 26.09
N 0.99 -13.98 24.29
H 3.31 -11.81 25.37
H 1.81 -12.03 26.01
H 1.92 -11.48 24.32
H 2.87 -13.56 23.60
H 2.81 -15.59 25.23
H 2.66 -14.49 26.49
H 6.29 -15.07 26.30
H 5.14 -16.24 25.50
H 4.97 -15.57 27.11
H 0.80 -14.68 23.60
H 0.61 -13.22 23.74
C -0.52 -21.88 22.05
C 0.00 -20.47 21.79
C -0.43 -19.82 20.46
O 0.14 -18.45 20.47
C -0.33 -17.74 19.30
N -0.49 -19.66 22.92
H 0.03 -22.28 22.91
H -0.26 -22.56 21.23
H -1.58 -21.96 22.27
H 1.08 -20.39 21.85
H -1.52 -19.72 20.46
H -0.08 -20.42 19.62
H -0.23 -18.36 18.42
H 0.09 -16.74 19.15
H -1.39 -17.60 19.49
H -0.28 -20.26 23.70
H -1.50 -19.75 22.98
```

Output
Net charge ... +1
Kohn-Sham gap (alpha / beta) ... 7.32 / 4.21 eV
Highest occupied orbital energy (alpha / beta) ... -0.3979 / -0.4169 Ha
2S+1 ... 6

Löwdin atomic charge list, values in e, 8 entries: 0.88 0.84 0.09 -0.35 -0.34 -0.39 -0.30 -0.06

=====

# 2
Formula: C27H30ClMoNOP2
Source: OMol25
Level of theory: ωB97M-V/def2-TZVPD

```
63
Properties=species:S:1:pos:R:3
C -3.26 -3.69 -1.64
C -2.33 -2.74 -2.06
C -2.77 -1.44 -2.43
C -4.17 -1.08 -2.31
C -5.07 -2.08 -1.87
C -4.62 -3.36 -1.54
C -4.52 0.24 -2.61
C -3.56 1.18 -3.02
C -2.19 0.74 -3.11
C -1.17 1.65 -3.50
C -1.51 2.96 -3.83
C -2.84 3.40 -3.73
C -3.85 2.53 -3.34
H -2.91 -4.69 -1.38
H -6.13 -1.83 -1.80
H -5.32 -4.12 -1.20
H -5.56 0.54 -2.53
H -0.73 3.65 -4.15
H -3.08 4.43 -3.97
H -4.89 2.86 -3.29
N -1.86 -0.53 -2.82
Mo 0.46 -0.04 0.04
C -0.84 -3.01 -2.10
H -0.39 -2.48 -2.95
H -0.63 -4.08 -2.15
C 0.25 1.13 -3.57
H 0.24 0.09 -3.94
H 0.85 1.77 -4.23
P 0.04 -2.34 -0.61
P 1.09 1.03 -1.91
C 1.38 2.82 -1.61
H 1.97 2.95 -0.70
H 1.92 3.27 -2.46
H 0.42 3.33 -1.48
C 2.74 0.43 -2.44
H 3.13 1.08 -3.24
H 3.44 0.43 -1.60
H 2.66 -0.59 -2.82
C -0.70 -3.31 0.74
H -0.62 -4.38 0.49
H -0.17 -3.10 1.68
H -1.75 -3.03 0.84
C 1.66 -3.14 -0.88
H 2.33 -3.01 -0.03
H 1.49 -4.22 -1.03
H 2.15 -2.73 -1.78
C -0.67 1.52 0.58
O -1.35 2.45 0.80
H -1.06 -0.79 -0.22
Cl -0.32 -0.38 2.71
C 1.12 0.52 3.14
C 1.13 1.32 4.28
C 2.17 2.24 4.46
C 3.15 2.36 3.47
C 3.18 1.51 2.37
C 2.18 0.52 2.22
C 2.25 -0.51 1.13
H 0.33 1.24 5.00
H 2.19 2.87 5.34
H 3.93 3.12 3.57
H 3.95 1.59 1.61
H 3.13 -0.42 0.49
H 2.14 -1.54 1.50
```

Output
Net charge ... +2
Kohn-Sham gap (alpha / beta) ... 4.75 / 4.74 eV
Highest occupied orbital energy (alpha / beta) ... -0.4789 / -0.4805 Ha
Energy above the lowest of the compared OMol25 structures with the same formula, charge and spin ... 0.0 kJ/mol
2S+1 ... 3

natural (NBO) atomic charge list, values in e, 8 entries: -0.15 -0.09 0.25 -0.12 -0.14 -0.21 -0.06 -0.13

=====

# 3
Formula: C37H30AuBrN4O2PSTe
Source: OMol25
Level of theory: ωB97M-V/def2-TZVPD

```
78
Properties=species:S:1:pos:R:3
Au -0.18 1.09 -0.88
N -3.46 0.54 -1.55
P -1.91 -0.08 -1.75
C -1.84 -0.46 -3.50
C -1.21 0.43 -4.36
C -1.20 0.18 -5.73
C -1.80 -0.96 -6.22
C -2.42 -1.86 -5.36
C -2.44 -1.62 -4.00
C -1.88 -1.67 -0.87
C -0.79 -2.51 -1.05
C -0.67 -3.66 -0.28
C -1.64 -3.96 0.67
C -2.74 -3.13 0.84
C -2.86 -1.98 0.07
C -3.91 1.45 -0.58
C -5.24 1.89 -0.63
C -5.67 2.78 0.33
C -4.77 3.21 1.31
C -3.49 2.70 1.27
N -3.06 1.83 0.36
H -4.13 0.31 -2.28
H -0.72 1.32 -3.97
H -0.71 0.88 -6.40
H -1.79 -1.16 -7.29
H -2.88 -2.76 -5.76
H -2.90 -2.33 -3.33
H -0.02 -2.27 -1.77
H 0.19 -4.30 -0.42
H -1.55 -4.86 1.26
H -3.50 -3.38 1.57
H -3.71 -1.32 0.22
H -5.90 1.54 -1.41
H -6.69 3.13 0.32
H -5.07 3.91 2.07
H -2.76 3.01 2.01
N 0.06 -0.65 1.74
C -0.22 0.39 2.50
N 0.29 1.62 2.36
C -0.20 2.53 3.32
C 0.12 3.87 3.42
C -0.49 4.62 4.42
C -1.40 4.03 5.30
C -1.72 2.69 5.20
C -1.11 1.95 4.20
S -1.35 0.26 3.81
H 0.72 -0.64 0.94
H -0.42 -1.53 1.91
H 0.82 4.33 2.74
H -0.26 5.67 4.51
H -1.86 4.63 6.07
H -2.43 2.23 5.88
Br 1.97 -0.96 -4.49
C 3.32 -1.72 -3.39
C 4.26 -2.54 -4.00
C 5.22 -3.18 -3.23
C 5.22 -3.02 -1.85
C 4.26 -2.22 -1.25
C 3.31 -1.54 -2.01
C 2.34 -0.64 -1.29
O 1.76 -1.14 -0.28
O 2.19 0.54 -1.71
H 4.23 -2.68 -5.07
H 5.95 -3.81 -3.71
H 5.95 -3.53 -1.24
H 4.24 -2.10 -0.18
Te 1.76 2.00 0.88
C 3.24 1.01 1.99
C 3.45 -0.36 2.01
C 4.47 -0.86 2.80
C 5.29 -0.01 3.53
C 5.08 1.36 3.49
C 4.06 1.88 2.70
H 2.85 -1.03 1.41
H 4.64 -1.93 2.83
H 6.09 -0.41 4.14
H 5.72 2.03 4.05
H 3.90 2.95 2.67
```

Output
Net charge ... +1
Kohn-Sham gap ... 7.33 eV
Highest occupied orbital energy ... -0.3912 Ha
2S+1 ... 1

Löwdin atomic charge list, values in e, 8 entries: 0.54 -0.10 0.86 -0.37 -0.14 -0.09 -0.06 -0.06

=====

| no. | strongest force on any atom (eV/A) | total energy (eV) |
| --- | --- | --- |
| 1 | 3.58 | -150946.7081 |
| 2 | 8.11 | -64963.6762 |
| 3 | 1.14 | -150060.1305 |